94
Properties=species:S:1:pos:R:3 method="wB97M-V/def2-TZVPD" homo_ev=-7.53 e_lumo_ev=0.5 charge=0 total_energy_ev=-64852.986
C -2.940 -4.329 -2.668
C -2.550 -3.122 -3.707
P -0.680 -2.775 -3.883
C -0.349 -2.916 -5.797
C 0.258 -1.454 -6.244
P 0.562 -4.271 -2.897
C 1.503 -3.535 -1.373
C 0.803 -2.190 -0.750
N -0.551 -2.139 -0.415
C 2.008 -4.836 -4.074
C 3.145 -5.592 -3.146
C 4.201 -6.508 -4.039
N 5.080 -7.506 -3.267
O 4.324 -6.360 -5.380
H -2.562 -4.184 -1.570
H -4.132 -4.334 -2.601
H -2.641 -5.407 -3.021
H -2.976 -3.438 -4.772
H -3.073 -2.093 -3.409
H -1.390 -3.137 -6.330
H 0.351 -3.814 -6.072
H -0.622 -0.710 -6.464
H 1.003 -1.607 -7.138
H 0.856 -1.034 -5.301
H 1.679 -4.362 -0.550
H 2.586 -3.204 -1.749
H 1.442 -1.213 -0.513
H -0.899 -3.089 -0.682
H 1.617 -5.535 -4.936
H 2.486 -3.891 -4.625
H 2.554 -6.355 -2.458
H 3.804 -4.866 -2.505
H 5.802 -7.902 -3.940
H 4.498 -8.305 -2.909
C 3.502 1.110 3.680
C 2.160 1.253 4.031
C 1.202 0.394 3.493
C 1.588 -0.615 2.611
C 2.931 -0.761 2.262
C 3.887 0.104 2.793
H 4.248 1.782 4.097
H 1.860 2.035 4.725
H 0.156 0.510 3.762
H 0.842 -1.288 2.195
H 3.231 -1.548 1.576
H 4.932 -0.006 2.517
C 3.193 6.354 6.758
C 2.694 5.740 5.609
C 3.531 4.952 4.819
C 4.865 4.769 5.184
C 5.363 5.380 6.335
C 4.528 6.175 7.120
H 2.541 6.970 7.371
H 1.653 5.877 5.328
H 3.144 4.480 3.920
H 5.516 4.151 4.571
H 6.402 5.236 6.620
H 4.918 6.655 8.013
C -6.577 -6.538 -2.838
C -7.015 -5.258 -3.177
C -8.297 -4.841 -2.820
C -9.138 -5.702 -2.114
C -8.699 -6.980 -1.772
C -7.420 -7.401 -2.137
H -5.579 -6.864 -3.120
H -6.356 -4.586 -3.721
H -8.640 -3.847 -3.090
H -10.135 -5.375 -1.831
H -9.354 -7.650 -1.220
H -7.080 -8.399 -1.875
C -0.788 9.565 4.276
C -1.286 8.952 3.127
C -0.450 8.164 2.338
C 0.885 7.981 2.702
C 1.382 8.592 3.853
C 0.548 9.387 4.638
H -1.439 10.182 4.890
H -2.328 9.089 2.847
H -0.837 7.692 1.439
H 1.535 7.363 2.090
H 2.421 8.448 4.139
H 0.937 9.867 5.532
C -0.806 3.534 1.029
C -0.589 2.158 0.969
C -0.652 1.494 -0.256
C -0.923 2.209 -1.423
C -1.137 3.586 -1.363
C -1.083 4.248 -0.137
H -0.760 4.051 1.985
H -0.371 1.602 1.878
H -0.489 0.421 -0.302
H -0.967 1.693 -2.378
H -1.346 4.143 -2.273
H -1.255 5.320 -0.090

---

88
Properties=species:S:1:pos:R:3 method="wB97M-V/def2-TZVPD" homo_ev=-7.98 e_lumo_ev=0.8 smiles=CCN(CC)CC.CCN(CC)CC.CCN(CC)CC.CCN(CC)CC charge=0 total_energy_ev=-31819.292 de_lowest_kj_mol=123.9
C 4.103 -2.020 -0.741
C 4.850 -2.938 -1.710
N 6.087 -2.284 -2.181
C 6.254 -2.434 -3.636
C 7.221 -1.413 -4.246
C 7.240 -2.808 -1.436
C 8.233 -1.782 -0.898
H 3.099 -2.437 -0.599
H 3.965 -1.042 -1.199
H 4.598 -1.958 0.225
H 4.969 -3.917 -1.230
H 4.225 -3.201 -2.568
H 6.577 -3.468 -3.838
H 5.254 -2.295 -4.046
H 7.790 -1.857 -5.056
H 6.609 -0.562 -4.540
H 7.902 -1.070 -3.469
H 7.837 -3.547 -1.989
H 6.864 -3.332 -0.556
H 8.603 -1.025 -1.590
H 9.142 -2.310 -0.580
H 7.932 -1.280 0.024
C -3.930 1.171 2.427
C -5.269 1.293 1.670
N -5.927 0.014 1.431
C -6.461 -0.700 2.562
C -7.037 0.250 3.616
C -5.189 -0.839 0.505
C -6.084 -1.788 -0.295
H -3.475 2.167 2.531
H -3.275 0.486 1.902
H -3.997 0.997 3.507
H -5.901 2.077 2.083
H -5.021 1.630 0.661
H -7.248 -1.399 2.279
H -5.721 -1.320 3.104
H -7.731 0.913 3.081
H -7.733 -0.295 4.257
H -6.336 0.864 4.170
H -4.454 -1.383 1.124
H -4.568 -0.328 -0.236
H -6.635 -1.193 -1.026
H -6.829 -2.284 0.326
H -5.465 -2.501 -0.839
C -1.211 0.102 -4.530
C -1.078 0.891 -3.238
N -1.663 0.207 -2.095
C -1.294 -1.206 -1.942
C 0.208 -1.445 -1.783
C -1.521 0.896 -0.799
C -2.229 2.234 -0.811
H -0.577 -0.776 -4.621
H -0.816 0.748 -5.330
H -2.235 -0.002 -4.888
H -0.030 1.200 -3.094
H -1.681 1.799 -3.280
H -1.843 -1.613 -1.092
H -1.659 -1.750 -2.815
H 0.473 -2.469 -2.066
H 0.823 -0.863 -2.477
H 0.590 -1.218 -0.787
H -0.434 0.997 -0.652
H -1.817 0.308 0.070
H -2.017 2.812 0.091
H -3.305 2.141 -0.946
H -1.809 2.861 -1.601
C 0.742 4.207 1.070
C 1.185 2.778 1.351
N 0.187 1.933 2.004
C 0.744 0.624 2.241
C -0.266 -0.450 2.628
C -0.360 2.513 3.230
C 0.652 2.740 4.393
H -0.155 4.207 0.446
H 1.537 4.768 0.586
H 0.444 4.742 1.974
H 1.404 2.319 0.385
H 2.071 2.788 2.007
H 1.583 0.629 2.953
H 1.146 0.238 1.295
H -1.206 -0.532 2.090
H -0.473 -0.367 3.705
H 0.201 -1.441 2.607
H -0.863 3.453 3.023
H -1.115 1.827 3.615
H 1.595 3.140 4.031
H 0.151 3.363 5.134
H 0.853 1.814 4.938

---

14
Properties=species:S:1:pos:R:3 method="wB97M-V/def2-TZVPD" homo_ev="-8.55 / -7.83" e_lumo_ev="-0.6 / -0.6" charge=0 total_energy_ev=-27258.789 de_lowest_kj_mol=229.2
C 0.663 0.052 -0.348
C -2.885 1.062 0.551
Si 2.571 0.370 -0.473
Si 0.091 -1.659 0.001
P -0.181 1.472 -0.286
H -3.043 2.160 0.843
H -3.591 0.781 -0.256
H -2.637 0.466 1.417
H 3.155 -0.974 -0.430
H 3.030 1.536 0.346
H 2.910 1.107 -1.733
H -0.167 -1.897 1.409
H -1.192 -1.965 -0.405
H 1.275 -2.510 -0.637

---

18
Properties=species:S:1:pos:R:3 method="wB97M-V/def2-TZVPD" homo_ev=-9.12 e_lumo_ev=0.8 charge=0 total_energy_ev=-8896.934 de_lowest_kj_mol=459.6
C -1.480 -1.644 0.487
C -1.277 -0.571 -0.655
C 1.199 -0.761 -0.556
C -0.025 1.259 0.389
C 1.209 2.109 0.336
H -0.765 -2.234 0.672
H -1.634 -1.194 1.373
H -2.524 -1.998 0.308
H -1.184 -1.186 -1.769
H -1.814 0.220 -0.632
H 2.030 -0.026 -0.605
H 1.592 -1.092 0.422
H 1.190 -1.450 -1.680
H 1.988 1.489 1.292
H 1.641 2.227 -0.616
H 0.942 3.102 0.850
N 0.020 0.148 -0.518
O -1.108 1.603 0.900

---

15
Properties=species:S:1:pos:R:3 method="wB97M-V/def2-TZVPD" homo_ev=-8.22 e_lumo_ev=0.9 smiles="ClC[C@@H]1[C@@H]2C=CS[C@@H]21" charge=0 total_energy_ev=-29692.131 de_lowest_kj_mol=34.2
C -1.634 0.083 -0.562
C -0.811 0.433 0.644
C 0.233 -0.492 1.238
C 1.558 -0.860 -0.893
C 1.434 0.447 -0.665
C 0.676 0.797 0.566
H -2.009 1.011 -1.043
H -1.047 -0.497 -1.304
H -1.374 0.997 1.373
H 0.263 -0.611 2.328
H 2.045 -1.322 -1.740
H 1.870 1.192 -1.318
H 1.026 1.634 1.155
S 0.812 -1.905 0.308
Cl -3.039 -0.908 -0.086

---

10
Properties=species:S:1:pos:R:3 method="wB97M-V/def2-TZVPD" s2=2.014 spin_multiplicity=3 homo_ev="-2.83 / -5.24" e_lumo_ev="3.0 / 0.8" charge=-1 total_energy_ev=-27920.619 de_lowest_kj_mol=140.6
C -0.735 1.975 0.261
C -0.982 -1.450 0.001
N -1.293 2.522 1.108
N -0.174 1.259 -0.633
N 0.604 0.444 -0.930
O 0.238 -1.239 -0.250
O -1.984 -0.890 -0.181
O 2.173 0.648 0.247
F -1.033 -2.772 0.647
Cl 3.186 -0.497 -0.269

---

25
Properties=species:S:1:pos:R:3 method="wB97M-V/def2-TZVPD" homo_ev=-11.74 e_lumo_ev=-4.0 smiles=CC(C)N(C)CC[NH3+] charge=+1 total_energy_ev=-9468.885 de_lowest_kj_mol=303.9
N -3.106 0.720 0.468
C -2.132 0.199 -0.554
C -0.796 -0.303 0.175
N 0.395 -0.040 -0.549
C 0.477 -0.587 -1.951
C 1.772 -1.166 1.137
C 1.679 -0.021 0.109
C 1.974 1.371 0.702
H -3.863 0.031 0.649
H -2.520 1.198 1.310
H -3.579 1.524 0.087
H -1.745 1.009 -1.224
H -2.486 -0.737 -1.063
H -0.693 0.053 1.256
H -0.942 -1.410 0.318
H 1.363 -1.304 -2.103
H -0.458 -1.227 -2.156
H 0.328 0.272 -2.734
H 1.654 -2.126 0.570
H 2.882 -1.366 1.677
H 1.067 -1.038 1.943
H 2.648 -0.237 -0.547
H 1.337 1.635 1.578
H 1.669 2.127 -0.059
H 3.075 1.421 0.962

---

10
Properties=species:S:1:pos:R:3 method="wB97M-V/def2-TZVPD" s2=2.013 spin_multiplicity=3 homo_ev="-11.56 / -13.52" e_lumo_ev="-5.8 / -6.1" charge=+1 total_energy_ev=-15850.939 de_lowest_kj_mol=0.0
C 1.047 0.758 3.168
C 1.981 0.179 2.624
H 2.822 -0.321 2.166
Hg -0.214 0.397 0.883
O -3.100 1.982 3.235
C -3.290 1.918 1.972
C -2.306 1.819 1.005
Mg -1.272 1.923 3.886
H -4.306 1.607 1.628
H -2.512 2.296 0.037

---

32
Properties=species:S:1:pos:R:3 method="wB97M-V/def2-TZVPD" homo_ev=-11.20 e_lumo_ev=0.3 smiles="O=C1OC[C@@H](F)O1.COC(=O)OC.ClCCl.ClCCl" charge=0 total_energy_ev=-73598.472 de_lowest_kj_mol=59.4
C 1.550 2.589 1.959
O 1.691 2.367 0.589
C 0.633 2.101 -0.171
O -0.553 1.922 0.172
O 1.054 2.061 -1.441
C 0.108 1.601 -2.411
H 2.523 2.946 2.296
H 1.413 1.627 2.454
H 0.810 3.362 2.170
H -0.736 2.248 -2.653
H -0.185 0.558 -2.284
H 0.602 1.593 -3.383
C -2.808 -0.357 0.552
C -2.308 -1.037 -0.709
O -3.313 -2.026 -0.906
C -3.952 -2.273 0.256
O -4.662 -3.253 0.464
O -3.623 -1.300 1.167
F -1.108 -1.557 -0.530
H -3.503 0.465 0.382
H -2.080 0.006 1.278
H -2.220 -0.360 -1.559
C 2.270 -1.020 -2.366
Cl 3.701 -2.125 -2.241
Cl 2.026 -0.476 -4.020
H 1.347 -1.537 -2.104
H 2.411 -0.277 -1.580
C 1.814 -1.715 2.885
Cl 0.328 -0.884 2.429
Cl 2.756 -0.711 4.037
H 1.672 -2.701 3.330
H 2.342 -1.837 1.939

---

13
Properties=species:S:1:pos:R:3 method="wB97M-V/def2-TZVPD" homo_ev=-9.19 e_lumo_ev=-0.3 smiles=C[C@@H](O)S.N#CI charge=0 total_energy_ev=-25679.757 de_lowest_kj_mol=195.9
C -3.390 2.175 -1.246
C 1.676 0.330 0.642
C 1.201 -1.008 0.079
N -2.767 3.051 -0.919
O 1.009 -1.919 1.099
S -0.316 -0.539 -0.922
I -4.424 0.624 -2.031
H 0.804 0.693 1.203
H 2.502 0.065 1.515
H 2.136 0.969 -0.065
H 2.032 -1.399 -0.692
H -1.073 -1.592 -0.467
H 0.611 -1.451 1.802

---

66
Properties=species:S:1:pos:R:3 method="wB97M-V/def2-TZVPD" homo_ev=-13.74 e_lumo_ev=-7.4 charge=+2 total_energy_ev=-177876.153 de_lowest_kj_mol=157.8
Pt -0.012 0.146 0.185
N 3.347 2.415 -1.266
C 2.151 1.916 -0.955
S 2.209 0.289 -0.224
N 1.070 2.581 -1.220
N -0.066 1.964 -0.829
C -1.217 2.557 -0.924
C -1.374 3.933 -1.423
C -0.714 4.984 -0.789
C -0.863 6.274 -1.266
C -1.644 6.516 -2.388
C -2.289 5.469 -3.031
C -2.165 4.177 -2.545
C -2.374 1.738 -0.504
C -3.684 2.179 -0.593
C -4.721 1.304 -0.304
C -4.422 -0.001 0.049
C -3.091 -0.361 0.165
N -2.094 0.491 -0.066
H 4.190 1.888 -1.123
H 3.400 3.287 -1.768
H -0.090 4.790 0.073
H -0.361 7.093 -0.769
H -1.750 7.525 -2.765
H -2.888 5.657 -3.911
H -2.661 3.362 -3.058
H -3.881 3.195 -0.902
H -5.748 1.638 -0.372
H -5.191 -0.731 0.254
H -2.810 -1.363 0.460
Se 1.711 2.121 4.140
N 1.148 0.857 5.206
C 0.500 -0.028 4.463
C -0.145 -1.185 4.957
C -0.806 -1.953 4.051
C -0.778 -1.623 2.676
N -0.182 -0.568 2.165
C 0.457 0.274 3.057
N 1.036 1.392 2.675
H -0.101 -1.411 6.014
H -1.338 -2.851 4.331
H -1.281 -2.294 1.991
Ge 0.412 -2.341 -0.232
C 0.973 -2.458 -2.068
C 0.005 -2.745 -3.031
C 0.374 -2.946 -4.352
C 1.712 -2.860 -4.713
C 2.682 -2.576 -3.757
C 2.316 -2.376 -2.438
C 1.439 -3.141 1.197
C 1.139 -4.464 1.516
C 1.825 -5.115 2.531
C 2.823 -4.449 3.229
C 3.135 -3.133 2.909
C 2.445 -2.480 1.899
H -1.089 -2.677 -0.146
H -1.043 -2.821 -2.760
H -0.377 -3.173 -5.096
H 2.004 -3.024 -5.742
H 3.723 -2.520 -4.042
H 3.083 -2.173 -1.700
H 0.363 -5.004 0.982
H 1.582 -6.140 2.775
H 3.364 -4.957 4.016
H 3.925 -2.619 3.441
H 2.707 -1.453 1.670

---

74
Properties=species:S:1:pos:R:3 method="wB97M-V/def2-TZVPD" homo_ev=-5.91 e_lumo_ev=2.0 charge=-1 total_energy_ev=-124562.054 de_lowest_kj_mol=8.8
Ti 0.092 -0.961 0.632
N 2.688 1.444 -6.614
C 2.185 0.490 -5.725
C 2.633 0.460 -4.404
C 2.145 -0.487 -3.529
C 1.202 -1.412 -3.956
C 0.745 -1.390 -5.264
C 1.250 -0.454 -6.150
S 0.478 -2.514 -2.790
O -0.603 -3.209 -3.433
O 1.532 -3.313 -2.202
N -0.033 -1.546 -1.596
C -0.840 -0.488 -1.881
N -1.061 0.229 -0.752
C -1.751 1.364 -0.822
C -2.260 1.786 -2.032
C -2.006 0.973 -3.129
N -1.320 -0.163 -3.078
H 3.031 2.276 -6.158
H 2.059 1.675 -7.367
H 3.319 1.212 -4.036
H 2.469 -0.459 -2.497
H -0.022 -2.089 -5.567
H 0.894 -0.431 -7.174
H -1.872 1.914 0.101
H -2.796 2.716 -2.123
H -2.378 1.250 -4.110
S -2.077 1.454 2.968
C -2.631 2.906 3.792
C -3.840 3.415 4.227
C -3.815 4.660 4.847
C -2.620 5.360 5.017
C -1.407 4.843 4.576
C -1.438 3.602 3.963
S -0.271 2.516 3.227
H -4.769 2.875 4.092
H -4.740 5.096 5.202
H -2.638 6.329 5.499
H -0.483 5.392 4.702
B -0.958 -2.317 3.560
N -0.039 -3.275 2.741
C 0.328 -4.526 3.016
C 1.026 -5.039 1.935
C 1.036 -4.000 1.010
N 0.398 -2.940 1.512
N -2.130 -1.982 2.583
C -3.436 -2.162 2.782
C -4.123 -1.783 1.640
C -3.121 -1.380 0.763
N -1.925 -1.492 1.345
H -0.367 -1.322 3.879
H -1.415 -2.936 4.489
H 0.051 -4.972 3.957
H 1.447 -6.023 1.825
H 1.422 -3.971 0.004
H -3.785 -2.550 3.724
H -5.184 -1.806 1.464
H -3.205 -1.018 -0.247
N 3.013 -0.225 1.247
C 4.323 -0.348 1.047
C 4.505 -1.360 0.126
C 3.216 -1.782 -0.197
N 2.309 -1.067 0.470
H 2.516 0.490 1.768
H 5.019 0.300 1.550
H 5.435 -1.727 -0.271
H 2.891 -2.529 -0.903
F 0.985 2.360 -2.545
Te 1.715 2.277 -0.721
F 0.185 3.360 -0.159
F 3.446 1.660 -1.454
F 2.427 3.941 -1.172
F 2.604 2.658 1.015
O 0.342 0.165 1.760

---

10
Properties=species:S:1:pos:R:3 method="wB97M-V/def2-TZVPD" homo_ev=-9.00 e_lumo_ev=-0.3 charge=0 total_energy_ev=-8302.447 de_lowest_kj_mol=446.7
O -0.545 2.381 0.163
C -0.224 1.224 0.169
C -1.013 -0.111 0.047
C 0.341 -0.779 0.215
O 1.035 -0.470 -1.023
C 1.126 0.496 0.509
H -1.583 -0.328 -0.863
H -1.654 -0.238 0.929
H 0.523 -1.777 0.612
H 1.995 -0.397 -0.757

---

17
Properties=species:S:1:pos:R:3 method="wB97M-V/def2-TZVPD" homo_ev="-7.70 / -7.49" e_lumo_ev="0.6 / 0.7" charge=0 total_energy_ev=-8426.603 de_lowest_kj_mol=447.4
C 0.999 -1.703 0.542
C 0.374 -1.723 -0.755
C 1.002 -0.271 0.835
C -0.041 0.742 0.788
C -0.215 1.636 -0.463
C -1.650 1.099 -0.435
O -1.365 0.221 0.665
H 0.596 -2.392 1.281
H 2.068 -1.881 0.405
H 0.730 -1.213 -1.631
H -0.470 -2.366 -0.961
H 1.981 0.095 1.134
H 0.083 1.349 1.702
H -0.081 2.707 -0.298
H 0.377 1.316 -1.324
H -2.408 1.842 -0.164
H -1.979 0.543 -1.320